Record 1
Entry from OMol25: a structure of composition C49H54CsN9O2Si2 in a non-equilibrium geometry (ωB97M-V/def2-TZVPD).

Cartesian coordinates (Å):
Cs 0.867 0.065 1.304
Si -1.692 2.252 -2.690
Si -3.992 0.868 -1.095
O 3.029 -0.836 0.084
O -0.508 -4.363 3.888
N 2.537 2.239 -0.395
N -0.919 -2.372 2.761
N 3.189 3.311 1.852
N -0.684 2.752 0.229
N 1.296 -2.803 1.258
N 2.683 2.159 -2.728
N 2.312 1.729 4.002
N 3.615 3.970 0.730
N 2.286 -1.828 -1.816
C -4.141 -0.244 0.417
C -0.546 3.753 -2.689
C -4.534 -2.786 3.410
C 3.551 1.612 3.515
C 4.463 0.699 4.032
C -0.593 -2.394 -1.377
C -0.266 -4.232 -3.039
C -0.258 -3.484 3.034
C -3.741 -0.893 4.630
C -0.221 3.352 1.326
C 2.352 1.645 -1.516
C 3.869 5.336 -4.139
C -2.450 -1.126 4.168
C 1.571 -4.983 2.135
C 4.090 -0.112 5.091
C 1.840 -4.712 -4.060
C -2.961 2.722 -4.023
C 3.455 4.145 -1.657
C 2.542 -5.241 1.176
C 3.953 2.433 2.344
C -2.870 2.841 1.189
C -0.723 0.847 -3.517
C 3.173 3.449 -2.834
C -3.254 -3.047 2.939
C -4.023 -0.334 -2.554
C 0.943 -3.743 2.127
C 2.873 -4.265 0.246
C 2.815 0.019 5.608
C 3.382 4.047 -4.077
C 2.553 -1.829 -0.533
C -2.499 1.888 -1.113
C 3.204 3.457 -0.376
C 1.970 0.957 5.026
C -2.365 3.424 2.323
C -2.016 2.483 0.097
C -0.998 3.705 2.413
C 2.236 -3.035 0.344
C 0.293 -3.192 -2.299
C -4.792 -1.717 4.259
C 3.937 5.447 -1.741
C -2.187 -2.215 3.321
C 4.149 6.043 -2.970
C 1.665 -2.914 -2.441
C 3.887 -3.355 -3.511
C -1.322 -0.208 4.556
C 2.429 -3.681 -3.342
C -5.637 1.808 -1.227
C -3.011 -4.176 1.978
C 0.489 -4.998 -3.913
H -1.371 -0.018 -3.686
H -5.348 -3.430 3.090
H 0.853 3.514 1.364
H -2.432 3.078 -4.914
H -3.602 3.530 -3.661
H 4.779 -0.845 5.492
H -3.035 3.678 3.140
H -5.000 -0.828 -2.600
H -0.390 -1.322 -1.459
H 2.460 -0.602 6.419
H 4.348 -4.009 -4.254
H 0.953 1.071 5.384
H 4.430 -3.455 -2.569
H -1.079 0.487 3.745
H -0.324 1.160 -4.491
H 4.014 -2.314 -3.818
H 0.109 0.495 -2.901
H 4.918 2.196 1.887
H -3.610 1.895 -4.326
H -0.453 -2.667 -0.330
H 3.145 3.497 -4.980
H -1.326 -4.435 -2.924
H 4.022 5.803 -5.104
H -2.522 -3.805 1.073
H -1.116 4.658 -2.454
H 3.029 -6.209 1.141
H 0.029 -5.799 -4.478
H -0.423 -0.786 4.774
H 1.260 -5.713 2.869
H 2.412 1.641 -3.547
H 1.936 0.642 -1.544
H -4.192 0.298 1.362
H -3.835 0.128 -3.526
H -3.935 2.668 1.101
H 4.134 5.972 -0.816
H -5.044 -0.859 0.341
H 2.449 -5.295 -4.745
H -2.346 -4.922 2.420
H -3.286 -0.924 0.488
H -0.102 3.882 -3.684
H 0.246 3.664 -1.950
H 4.519 7.058 -3.027
H -5.798 -1.521 4.610
H -1.639 -2.556 -1.636
H -3.919 -0.045 5.284
H -6.505 1.142 -1.180
H 3.600 -4.446 -0.535
H -5.679 2.361 -2.170
H 5.445 0.616 3.582
H -5.723 2.538 -0.415
H -3.951 -4.654 1.698
H -1.589 0.391 5.430
H -3.262 -1.101 -2.400
H -0.549 4.153 3.289

Results
ΔE to the lowest compared entry with this formula, charge and spin   0.6153 eV
HOMO-LUMO gap   0.178 Eh
E_LUMO   3.538 eV
Calculated total energy   -85503.848 eV
Net charge   -2
Spin multiplicity   1
E_HOMO   -1.30 eV

Results of the Mulliken charge analysis, in e, for atoms 1 through 99: 0.763 -0.452 0.172 -0.690 -0.833 0.573 0.674 -0.007 0.427 0.709 0.465 -0.189 -0.865 -0.073 -0.666 -0.547 -0.780 1.074 -0.689 0.258 -0.870 -0.482 -0.733 0.223 -0.470 -0.417 0.909 -0.526 -0.403 -0.785 -1.131 0.527 -0.803 -0.563 -0.670 -0.207 0.203 1.434 -0.628 0.300 -0.294 -0.590 -0.813 -0.895 1.374 0.105 -0.244 -0.747 -0.153 -0.851 0.519 0.881 -0.834 -0.356 -0.737 -0.711 0.084 -1.392 -0.931 1.066 -1.292 -1.323 -0.947 0.378 0.298 -0.136 0.249 0.272 0.394 0.381 0.347 -0.681 0.392 0.403 0.610 0.246 0.059 0.411 0.267 -0.517 0.211 0.344 -0.389 0.407 0.477 0.379 0.049 0.355 0.389 0.399 0.278 0.532 0.330 -0.608 0.280 0.186 0.200 0.474 0.428

---

Record 2
Entry from OMol25: a cluster of 4 separate species, C12H33NO4S2 in total in a non-equilibrium geometry (ωB97M-V/def2-TZVPD).

Cartesian coordinates (Å):
S -15.049 -59.627 7.457
S -17.088 -57.510 12.893
O -18.021 -58.825 5.613
O -18.428 -58.895 10.423
O -16.502 -56.294 13.292
O -13.629 -59.521 7.046
N -21.013 -60.268 7.652
C -19.833 -59.471 7.259
C -22.588 -60.519 9.611
C -15.281 -58.092 8.329
C -19.108 -59.694 5.949
C -20.528 -61.742 7.773
C -17.518 -58.094 14.472
C -22.071 -60.362 6.645
C -21.440 -59.763 9.058
C -15.123 -60.632 8.963
C -17.174 -59.476 4.689
C -15.810 -58.650 12.483
C -22.850 -58.995 6.431
H -16.201 -58.264 8.910
H -23.499 -60.691 8.981
H -17.707 -59.139 14.631
H -22.535 -61.353 10.336
H -19.744 -59.588 5.157
H -14.800 -61.720 8.888
H -20.771 -59.619 9.727
H -15.201 -58.598 13.210
H -14.435 -57.938 9.125
H -16.098 -60.593 9.221
H -19.119 -59.242 8.123
H -21.380 -62.382 8.350
H -19.671 -61.726 8.440
H -17.590 -59.886 3.853
H -15.411 -57.285 7.674
H -16.320 -59.701 12.220
H -16.480 -58.800 4.279
H -15.386 -58.310 11.590
H -22.177 -58.247 6.364
H -23.463 -58.966 7.341
H -23.523 -59.050 5.422
H -20.169 -58.387 7.433
H -20.190 -62.120 6.769
H -16.796 -57.943 15.315
H -21.938 -58.756 9.106
H -18.357 -57.542 14.827
H -14.441 -60.225 9.728
H -22.877 -59.858 10.304
H -17.454 -58.628 10.420
H -16.515 -60.388 5.094
H -18.913 -60.829 5.787
H -22.598 -61.230 6.974
H -21.630 -60.637 5.903

Results
ΔE to the lowest compared entry with this formula, charge and spin   0.6839 eV
HOMO-LUMO gap   0.232 Eh
E_LUMO   -0.134 eV
Calculated total energy   -44317.843 eV
Spin multiplicity   1
E_HOMO   -6.44 eV

In the natural (NBO) picture, each atom carries the following charge in e: 1.257 1.397 -0.510 -1.331 -1.034 -1.004 -0.192 -0.355 -0.665 -0.832 -0.068 -0.433 -0.886 -0.172 -0.207 -0.829 -0.257 -0.834 -0.613 0.243 0.211 0.220 0.232 0.160 0.234 0.274 0.200 0.234 0.233 0.352 0.243 0.255 0.162 0.235 0.249 0.203 0.221 0.218 0.219 0.238 0.240 0.230 0.226 0.237 0.233 0.228 0.239 0.382 0.171 0.161 0.210 0.174

---

Record 3
Entry from OMol25: a structure of composition C9H18N2O4 in a non-equilibrium geometry (ωB97M-V/def2-TZVPD).

Cartesian coordinates (Å):
O -3.518 -0.279 0.699
O -0.566 0.881 -1.845
O -0.002 -2.615 1.940
O -1.595 1.375 0.801
N 2.129 0.683 -2.758
N 0.035 -1.044 -0.453
C 1.806 0.357 -1.294
C -1.222 -1.082 0.316
C 0.263 0.152 -1.257
C -2.275 -2.698 2.085
C 2.098 2.082 0.770
C 2.157 1.778 -0.724
C -1.109 -1.685 1.714
C 3.603 2.110 -1.028
C -2.091 0.194 0.567
H 1.469 2.385 -1.472
H -2.012 -1.714 -0.232
H 1.358 -0.180 -3.321
H 1.120 1.496 1.198
H 0.888 -1.079 0.371
H 2.029 3.148 0.980
H 3.934 3.084 -0.734
H 3.730 1.709 -2.051
H -2.380 -3.777 1.462
H 2.972 1.461 1.395
H 4.244 1.372 -0.582
H -2.105 -3.075 3.104
H 1.207 1.518 -2.738
H -4.037 0.617 0.725
H -0.829 -0.953 2.529
H -3.336 -2.232 2.192
H 2.614 -0.276 -0.959
H 0.053 -3.115 0.946

Results
ΔE to the lowest compared entry with this formula, charge and spin   8.6861 eV
HOMO-LUMO gap   0.374 Eh
E_LUMO   0.448 eV
Calculated total energy   -20788.474 eV
Spin multiplicity   1
E_HOMO   -9.73 eV

In the natural (NBO) picture, each atom carries the following charge in e: -0.719 -0.577 -0.707 -0.560 -0.798 -0.643 -0.229 -0.213 0.721 -0.642 -0.615 -0.206 0.066 -0.647 0.806 0.204 0.232 0.336 0.200 0.419 0.232 0.222 0.256 0.220 0.207 0.194 0.226 0.372 0.505 0.216 0.227 0.232 0.462

---

Record 4
Entry from OMol25: a structure of composition C5H6F6LiN5O4S3 (ωB97M-V/def2-TZVPD).

Cartesian coordinates (Å):
S 2.477 1.345 -0.095
S -3.005 0.077 -0.271
S 0.637 3.442 -0.086
F -0.584 5.239 1.329
F 3.318 0.065 -2.204
F 0.685 3.929 2.493
F 3.977 2.125 -2.106
F 1.925 1.670 -2.627
F 1.565 5.481 1.266
O 0.552 4.266 -1.247
O 1.363 0.404 -0.062
O 3.647 0.988 0.632
O -0.458 2.517 0.154
N 2.065 2.824 0.155
N -3.716 -2.552 -0.136
N -1.649 -2.255 0.164
N -0.434 -1.603 0.292
N -3.195 -3.804 0.063
C 2.963 1.308 -1.871
C -0.915 -4.652 0.494
C -1.933 -3.606 0.241
C 0.581 4.598 1.346
C -2.810 -1.566 -0.084
Li -0.573 0.610 0.012
H 0.221 -1.891 -0.427
H -0.025 -1.763 1.206
H -0.420 -4.496 1.454
H -1.409 -5.619 0.504
H -4.699 -2.432 -0.305
H -0.151 -4.652 -0.285

Results
ΔE to the lowest compared entry with this formula, charge and spin   0.0000 eV
HOMO-LUMO gap   0.327 Eh
E_LUMO   -0.335 eV
Calculated total energy   -69939.757 eV
Spin multiplicity   1
E_HOMO   -9.25 eV

In the natural (NBO) picture, each atom carries the following charge in e: 2.279 -0.265 2.260 -0.305 -0.314 -0.310 -0.297 -0.314 -0.299 -0.895 -1.048 -0.897 -1.014 -1.227 -0.377 -0.249 -0.655 -0.249 0.714 -0.665 0.356 0.730 0.229 0.863 0.394 0.389 0.236 0.261 0.433 0.237